No. 1
A single C3H6ClN molecule in a non-equilibrium geometry, computed with ωB97M-V/def2-TZVPD.

Values from the calculation:
SMILES = C[C@H]1CN1Cl
E_HOMO = -0.3520 hartree
total charge = 0

Each line ends with the Löwdin charge.
Positions of all 11 atoms, in Å:
1 C -0.960 -1.182 0.124  -0.198
2 C -0.534 0.176 -0.346  -0.424
3 C 0.680 0.845 0.236  -0.073
4 N -1.637 -0.003 0.584  -0.445
5 Cl -3.268 0.212 -0.083  0.536
6 H -1.383 -1.851 -0.656  0.110
7 H -0.448 -1.694 0.920  0.100
8 H -0.726 0.623 -1.352  0.140
9 H 1.344 0.124 0.915  0.119
10 H 0.340 1.574 0.900  0.049
11 H 1.239 1.010 -0.715  0.086

Cartesian forces (eV/Å) of the 2 atoms listed first:
-0.12 -0.74 -1.84
0.10 0.11 0.08

---

No. 2
2 unconnected molecules or ions with the total composition C5H15NS in a non-equilibrium geometry, computed with ωB97M-V/def2-TZVPD.

Values from the calculation:
SMILES = CCNC.CSC
E_HOMO = -0.3118 hartree
total charge = 0

Each line ends with the Löwdin charge.
Positions of all 22 atoms, in Å:
1 C -1.260 0.720 -2.405  -0.113
2 C -0.096 1.476 -1.824  -0.311
3 N -0.035 1.256 -0.378  -0.146
4 C 0.984 2.057 0.256  -0.165
5 H -1.349 0.823 -3.491  0.069
6 H -2.230 1.062 -2.032  0.072
7 H -1.236 -0.349 -2.192  0.057
8 H -0.259 2.548 -1.948  0.110
9 H 0.847 1.181 -2.303  0.109
10 H 0.137 0.277 -0.158  0.024
11 H 1.140 1.746 1.288  0.069
12 H 1.976 1.999 -0.230  0.074
13 H 0.717 3.115 0.248  0.073
14 C 1.388 -2.273 1.217  -0.419
15 S -0.316 -2.152 0.603  0.733
16 C -1.220 -1.697 2.108  -0.413
17 H 1.410 -2.979 2.048  0.032
18 H 1.760 -1.300 1.521  0.026
19 H 2.014 -2.741 0.460  0.030
20 H -1.956 -0.956 1.793  0.026
21 H -1.777 -2.548 2.499  0.024
22 H -0.639 -1.264 2.920  0.041

Cartesian forces (eV/Å) of the 2 atoms listed first:
-0.92 -0.30 -0.63
-0.21 -0.14 0.80

---

No. 3
16 unconnected molecules or ions with the total composition C65H125NO33 in a non-equilibrium geometry, computed with ωB97M-V/def2-TZVPD.

Values from the calculation:
E_HOMO = -0.3639 hartree
total charge = 0

Each line ends with the Löwdin charge.
Positions of all 224 atoms, in Å:
1 O -1.194 -5.547 -1.021  0.114
2 C -0.188 -5.895 -1.554  -0.506
3 O -0.117 -6.386 -2.846  -0.018
4 C -1.387 -6.386 -3.524  -0.234
5 C -1.668 -5.105 -4.273  -0.049
6 C 1.177 -5.842 -1.004  0.034
7 H -2.188 -6.683 -2.847  0.103
8 H -1.326 -7.180 -4.295  0.124
9 H -2.074 -4.441 -3.508  0.062
10 H -2.431 -5.340 -4.993  0.074
11 H -0.765 -4.680 -4.736  0.088
12 H 1.682 -4.991 -1.436  0.071
13 H 1.856 -6.658 -1.234  0.104
14 H 1.046 -5.700 0.048  0.078
15 O -1.933 2.469 7.038  0.147
16 C -1.920 2.108 5.943  -0.621
17 O -2.805 2.366 4.990  -0.036
18 C -3.897 3.275 5.322  -0.181
19 C -5.056 2.453 5.925  -0.046
20 C -0.883 1.149 5.399  0.027
21 H -4.040 3.718 4.321  0.119
22 H -3.423 3.898 6.048  0.100
23 H -5.412 1.851 5.074  0.076
24 H -5.813 3.094 6.420  0.083
25 H -4.627 1.799 6.732  0.091
26 H 0.185 1.354 5.683  0.074
27 H -0.901 0.975 4.302  0.072
28 H -1.085 0.143 5.836  0.094
29 O -5.169 3.222 1.548  0.091
30 C -4.722 3.822 0.613  -0.562
31 O -4.763 5.144 0.502  -0.016
32 C -5.443 5.928 1.557  -0.181
33 C -6.336 6.990 0.900  -0.068
34 C -3.822 3.279 -0.434  0.034
35 H -4.677 6.350 2.219  0.116
36 H -6.101 5.248 2.102  0.110
37 H -7.168 6.493 0.353  0.091
38 H -5.802 7.624 0.194  0.071
39 H -6.719 7.554 1.748  0.075
40 H -3.698 2.229 -0.161  0.082
41 H -2.927 3.876 -0.543  0.077
42 H -4.334 3.266 -1.423  0.108
43 O 4.148 1.748 -3.494  0.102
44 C 4.744 0.759 -3.210  -0.543
45 O 4.512 -0.025 -2.157  -0.011
46 C 3.318 0.236 -1.291  -0.169
47 C 3.355 -0.795 -0.223  -0.063
48 C 5.928 0.139 -3.997  0.033
49 H 2.394 0.259 -1.848  0.081
50 H 3.448 1.240 -0.903  0.107
51 H 2.509 -0.585 0.440  0.077
52 H 4.236 -0.684 0.403  0.094
53 H 3.247 -1.742 -0.670  0.038
54 H 5.788 -0.897 -4.295  0.070
55 H 6.818 0.153 -3.385  0.077
56 H 6.023 0.716 -4.916  0.081
57 O -6.768 -1.905 -0.896  0.106
58 C -6.410 -0.760 -0.928  -0.549
59 O -5.916 -0.060 0.088  -0.012
60 C -5.763 -0.716 1.334  -0.246
61 C -4.478 -0.259 1.940  -0.062
62 C -6.161 0.075 -2.150  0.029
63 H -5.785 -1.802 1.159  0.116
64 H -6.571 -0.419 1.994  0.125
65 H -4.547 0.889 2.098  0.097
66 H -3.659 -0.622 1.313  0.063
67 H -4.428 -0.701 2.946  0.085
68 H -6.427 -0.620 -2.939  0.087
69 H -5.126 0.329 -2.187  0.030
70 H -6.792 1.021 -2.253  0.123
71 O 3.433 -3.704 -2.321  0.097
72 C 4.502 -4.196 -2.309  -0.573
73 O 5.015 -5.044 -3.243  -0.004
74 C 4.001 -5.217 -4.360  -0.150
75 C 4.017 -4.042 -5.338  -0.056
76 C 5.442 -4.141 -1.198  0.031
77 H 3.024 -5.333 -3.884  0.114
78 H 4.325 -6.091 -4.816  0.093
79 H 3.271 -4.228 -6.055  0.061
80 H 5.011 -4.008 -5.816  0.089
81 H 3.823 -3.126 -4.755  0.070
82 H 6.422 -4.161 -1.606  0.083
83 H 5.269 -4.954 -0.519  0.069
84 H 5.401 -3.186 -0.654  0.100
85 O 3.816 -5.711 1.219  0.091
86 C 4.549 -5.474 2.125  -0.585
87 O 4.134 -4.880 3.266  -0.035
88 C 2.684 -4.526 3.185  -0.155
89 C 2.597 -3.243 2.345  -0.055
90 C 5.989 -5.715 2.176  0.024
91 H 2.438 -4.338 4.244  0.113
92 H 2.160 -5.346 2.674  0.109
93 H 1.622 -2.772 2.226  0.051
94 H 2.784 -3.597 1.359  0.054
95 H 3.279 -2.481 2.718  0.077
96 H 6.288 -5.980 3.173  0.089
97 H 6.524 -4.820 1.796  0.111
98 H 6.158 -6.506 1.487  0.082
99 O -0.525 5.084 0.436  0.085
100 C -0.370 5.735 -0.563  -0.501
101 O 0.086 5.206 -1.704  0.003
102 C 0.496 3.843 -1.644  -0.206
103 C 1.305 3.430 -2.882  -0.028
104 C -0.816 7.219 -0.832  0.037
105 H -0.358 3.190 -1.555  0.113
106 H 1.115 3.778 -0.817  0.082
107 H 2.213 4.102 -3.025  0.093
108 H 0.721 3.537 -3.837  0.083
109 H 1.584 2.377 -2.749  0.056
110 H -0.445 7.657 -1.786  0.092
111 H -0.635 7.841 0.063  0.083
112 H -1.884 7.193 -0.951  0.066
113 O 1.414 0.761 -7.091  0.125
114 C 1.991 -0.259 -6.926  -0.534
115 O 1.990 -0.897 -5.729  -0.031
116 C 1.239 -0.282 -4.691  -0.212
117 C 1.239 -1.313 -3.594  -0.054
118 C 2.828 -1.072 -7.887  0.035
119 H 0.248 -0.027 -5.135  0.124
120 H 1.660 0.641 -4.310  0.104
121 H 0.756 -2.235 -3.947  0.084
122 H 0.609 -1.018 -2.743  0.057
123 H 2.251 -1.555 -3.211  0.071
124 H 3.308 -0.302 -8.486  0.088
125 H 2.234 -1.656 -8.566  0.083
126 H 3.529 -1.689 -7.311  0.078
127 O -0.249 -4.439 2.556  0.104
128 C -1.005 -3.646 2.997  -0.609
129 O -2.294 -3.711 2.798  -0.010
130 C -2.777 -4.855 1.961  -0.171
131 C -2.971 -6.013 2.887  -0.063
132 C -0.693 -2.370 3.718  0.031
133 H -2.052 -4.967 1.179  0.077
134 H -3.740 -4.440 1.581  0.126
135 H -1.983 -6.070 3.423  0.090
136 H -3.160 -7.038 2.525  0.087
137 H -3.696 -5.821 3.677  0.077
138 H 0.160 -2.527 4.402  0.087
139 H -1.614 -1.962 4.184  0.098
140 H -0.288 -1.643 2.987  0.073
141 O -4.130 -2.502 -2.916  0.102
142 C -4.019 -3.205 -1.945  -0.541
143 O -4.466 -4.470 -1.795  -0.030
144 C -5.328 -4.941 -2.851  -0.188
145 C -5.537 -6.456 -2.556  -0.050
146 C -3.211 -2.865 -0.729  0.044
147 H -4.738 -4.816 -3.736  0.100
148 H -6.270 -4.376 -2.786  0.132
149 H -4.509 -6.856 -2.438  0.066
150 H -6.035 -6.934 -3.400  0.071
151 H -6.067 -6.644 -1.606  0.081
152 H -3.910 -2.564 0.036  0.074
153 H -2.686 -1.989 -1.011  0.073
154 H -2.611 -3.696 -0.377  0.059
155 O -3.683 2.433 -4.687  0.099
156 C -2.823 1.696 -4.290  -0.574
157 O -1.633 1.666 -4.875  -0.029
158 C -1.396 2.588 -6.006  -0.200
159 C -1.928 1.971 -7.260  -0.066
160 C -2.896 0.778 -3.153  0.032
161 H -0.321 2.648 -6.063  0.099
162 H -1.783 3.574 -5.798  0.118
163 H -1.420 1.024 -7.422  0.073
164 H -1.815 2.704 -8.066  0.088
165 H -3.014 1.802 -7.139  0.085
166 H -1.885 0.595 -2.794  0.089
167 H -3.338 -0.148 -3.502  0.087
168 H -3.493 1.205 -2.348  0.058
169 C 1.016 4.094 7.388  -0.058
170 C 1.733 5.198 6.644  -0.156
171 O 0.758 6.111 5.996  0.049
172 C 0.165 5.702 4.915  -0.591
173 O 0.254 4.601 4.367  0.095
174 O -0.606 6.720 4.498  0.010
175 C -1.448 6.495 3.400  -0.048
176 H 0.156 4.550 7.903  0.102
177 H 1.715 3.718 8.148  0.088
178 H 0.762 3.263 6.758  0.038
179 H 2.498 4.926 5.930  0.114
180 H 2.165 5.779 7.437  0.112
181 H -0.912 6.304 2.449  0.082
182 H -1.856 7.463 3.249  0.085
183 H -2.162 5.716 3.502  0.081
184 C 5.701 4.956 -2.755  -0.062
185 C 5.173 4.148 -1.583  -0.209
186 O 4.983 5.066 -0.466  0.040
187 C 4.227 4.563 0.505  -0.631
188 O 3.711 3.483 0.463  0.114
189 O 3.978 5.503 1.394  0.008
190 C 3.192 5.212 2.587  0.003
191 H 6.151 4.254 -3.511  0.092
192 H 6.452 5.697 -2.455  0.078
193 H 4.869 5.451 -3.261  0.075
194 H 5.803 3.375 -1.203  0.116
195 H 4.199 3.680 -1.935  0.106
196 H 2.300 4.683 2.239  0.067
197 H 2.872 6.161 2.989  0.094
198 H 3.706 4.523 3.258  0.099
199 C 0.583 2.324 1.932  -0.055
200 C -0.846 2.013 1.558  -0.189
201 O -0.992 0.594 1.491  0.022
202 C -0.392 -0.104 0.545  -0.591
203 O 0.131 0.375 -0.465  0.088
204 O -0.514 -1.396 0.802  -0.015
205 C 0.128 -2.279 -0.190  0.016
206 H 0.595 3.365 2.313  0.055
207 H 1.203 2.222 1.034  0.068
208 H 0.985 1.693 2.707  0.077
209 H -1.088 2.581 0.631  0.105
210 H -1.544 2.249 2.350  0.115
211 H 1.184 -2.062 -0.264  0.066
212 H -0.395 -2.164 -1.127  0.080
213 H -0.007 -3.285 0.182  0.078
214 N 2.990 -1.979 5.717  0.078
215 C 4.226 -2.192 5.356  -0.195
216 C 5.145 -1.207 5.163  -0.081
217 C 4.810 0.122 5.315  -0.074
218 C 3.484 0.369 5.549  -0.086
219 C 2.631 -0.681 5.768  -0.140
220 H 4.502 -3.236 5.185  0.106
221 H 6.160 -1.501 4.856  0.115
222 H 5.557 0.910 5.226  0.113
223 H 3.106 1.403 5.522  0.107
224 H 1.582 -0.526 6.028  0.093

Cartesian forces (eV/Å) of the 2 atoms listed first:
-0.86 0.31 0.32
1.31 -1.09 -2.06

---

One value per record, in order, for Kohn-Sham gap: 10.46 9.37 10.34 eV.